*w*
The following is a quantum chemistry calculation of 2 unconnected molecules or ions with the total composition CH4O2S, from the OMol25 dataset.

Values from the calculation:
2S+1: 1
Total charge: 0
E_LUMO (spin up / spin down) (Eh): -0.1041 / -0.1041

Geometry (Å):
C1 -0.777 -0.163 0.309
O1 -1.327 -0.859 -0.719
O2 0.504 -0.592 0.500
S1 1.794 1.092 -0.615
H1 -1.350 -0.455 1.144
H2 -0.751 0.970 0.141
H3 -0.641 -1.325 -1.266
H4 2.548 1.333 0.506

*x*
The following is a quantum chemistry calculation of CH4O2S in the gas phase, from the OMol25 dataset.

Values from the calculation:
SMILES: C[SH](=O)=O
2S+1: 1
Total charge: 0
E_LUMO (spin up / spin down) (Eh): -0.0264 / -0.0265

Geometry (Å):
C1 -0.407 -0.115 -0.249
S1 0.188 1.178 0.849
O1 0.265 3.163 0.062
O2 -0.373 0.998 2.147
H1 0.281 0.090 -1.150
H2 -0.179 -1.013 0.383
H3 -1.434 -0.206 -0.349
H4 1.488 0.847 0.818

Pick *w*: it beats the second-best structure by 186.0 kJ/mol.

*w*
The following is a quantum chemistry calculation of C10H13NO3 in the gas phase, from the OMol25 dataset.

Values from the calculation:
SMILES: CCOc1ccccc1OC(=O)NC
2S+1: 1
Total charge: 0
E_LUMO (Eh): 0.0300

Geometry (Å):
C1 2.561 -1.709 1.288
C2 1.194 -1.985 0.782
O1 0.974 -1.142 -0.351
C3 -0.359 -1.048 -0.778
C4 -1.144 -2.103 -1.142
C5 -2.459 -1.885 -1.582
C6 -3.003 -0.608 -1.732
C7 -2.238 0.469 -1.378
C8 -0.896 0.300 -0.913
O2 -0.190 1.449 -0.530
C9 0.317 1.516 0.732
O3 -0.082 0.968 1.708
N1 1.330 2.429 0.684
C10 2.131 2.916 1.802
H1 2.885 -2.305 2.141
H2 3.337 -1.935 0.528
H3 2.564 -0.657 1.507
H4 0.544 -1.705 1.617
H5 1.043 -3.080 0.531
H6 -0.735 -3.140 -1.076
H7 -3.051 -2.742 -1.904
H8 -4.044 -0.482 -1.990
H9 -2.697 1.423 -1.402
H10 1.561 2.936 -0.215
H11 2.967 2.113 2.143
H12 1.459 3.152 2.835
H13 2.615 4.031 1.413

*x*
The following is a quantum chemistry calculation of C10H13NO3 in the gas phase, from the OMol25 dataset.

Values from the calculation:
SMILES: C[C@@H](Cc1ccc2c(c1)OCO2)NO
2S+1: 1
Total charge: 0
E_LUMO (Eh): 0.0306

Geometry (Å):
C1 -2.098 0.859 1.152
C2 -2.546 0.264 -0.244
C3 -1.332 0.396 -1.220
C4 0.041 0.383 -0.643
C5 0.744 1.571 -0.338
C6 2.058 1.600 0.058
C7 2.763 0.398 0.137
C8 2.069 -0.806 -0.165
C9 0.744 -0.891 -0.581
O1 2.981 -1.819 -0.311
C10 4.149 -1.271 0.409
O2 4.042 0.172 0.315
N1 -2.870 -1.147 -0.164
O3 -4.000 -1.451 0.485
H1 -1.248 0.424 1.645
H2 -3.012 0.908 1.833
H3 -1.751 1.940 1.130
H4 -3.531 0.733 -0.536
H5 -1.329 1.390 -1.668
H6 -1.593 -0.282 -2.063
H7 0.040 2.462 -0.266
H8 2.681 2.507 0.038
H9 0.197 -1.827 -0.732
H10 3.990 -1.527 1.497
H11 5.219 -1.532 -0.014
H12 -2.815 -1.694 -1.092
H13 -3.591 -1.760 1.338

Pick *w*: it beats the second-best structure by 249.2 kJ/mol.

*w*
The following is a quantum chemistry calculation of C20H29N3O4 in the gas phase, from the OMol25 dataset.

Values from the calculation:
SMILES: COc1ccccc1CN1CCNC(=O)[C@H]1CC(=O)NCC1CCOCC1
2S+1: 1
Total charge: 0
E_LUMO (Eh): 0.0220

Geometry (Å):
C1 0.277 -4.295 -3.695
O1 0.064 -3.636 -2.471
C2 0.664 -4.130 -1.344
C3 1.549 -5.201 -1.351
C4 2.113 -5.650 -0.168
C5 1.786 -5.048 1.030
C6 0.898 -3.985 1.038
C7 0.334 -3.501 -0.132
C8 -0.587 -2.303 -0.119
N1 0.095 -1.013 -0.159
C9 0.901 -0.840 -1.349
C10 1.104 0.652 -1.566
N2 1.650 1.222 -0.360
C11 1.505 0.721 0.876
O2 1.905 1.346 1.847
C12 0.861 -0.659 1.021
C13 0.022 -0.651 2.314
C14 -1.200 0.241 2.145
O3 -2.283 -0.176 1.790
N3 -0.961 1.535 2.452
C15 -1.893 2.586 2.124
C16 -1.493 3.312 0.832
C17 -2.598 4.259 0.360
C18 -2.139 4.991 -0.903
O4 -0.941 5.705 -0.698
C19 0.110 4.859 -0.297
C20 -0.209 4.127 1.007
H1 -0.338 -3.767 -4.422
H2 -0.038 -5.342 -3.649
H3 1.326 -4.242 -4.005
H4 1.810 -5.694 -2.273
H5 2.803 -6.480 -0.193
H6 2.214 -5.404 1.956
H7 0.628 -3.533 1.980
H8 -1.229 -2.314 0.761
H9 -1.230 -2.335 -1.001
H10 0.371 -1.268 -2.199
H11 1.884 -1.337 -1.264
H12 1.793 0.836 -2.395
H13 0.138 1.118 -1.799
H14 2.058 2.146 -0.412
H15 1.711 -1.359 1.176
H16 0.657 -0.278 3.117
H17 -0.312 -1.657 2.562
H18 -0.012 1.807 2.663
H19 -2.868 2.110 1.993
H20 -1.946 3.295 2.955
H21 -1.330 2.547 0.062
H22 -3.513 3.706 0.147
H23 -2.806 4.992 1.141
H24 -2.876 5.735 -1.213
H25 -2.003 4.263 -1.719
H26 0.982 5.507 -0.180
H27 0.317 4.123 -1.093
H28 0.632 3.491 1.284
H29 -0.357 4.866 1.797

*x*
The following is a quantum chemistry calculation of C20H29N3O4 in the gas phase, from the OMol25 dataset.

Values from the calculation:
SMILES: Cc1ccc2c(c1)N(C(=O)CCC(=O)NCCN1CCOCC1)C[C@H](C)O2
2S+1: 1
Total charge: 0
E_LUMO (Eh): 0.0264

Geometry (Å):
C1 -2.469 -3.358 -1.189
C2 -2.661 -1.873 -1.126
C3 -3.858 -1.336 -0.664
C4 -4.051 0.028 -0.627
C5 -3.045 0.897 -1.038
C6 -1.833 0.370 -1.496
C7 -1.664 -1.008 -1.547
N1 -0.827 1.268 -1.939
C8 0.488 1.054 -1.658
O1 0.870 0.041 -1.102
C9 1.474 2.132 -2.085
C10 2.848 1.822 -1.487
C11 2.706 1.917 0.030
O2 2.257 2.916 0.561
N2 3.133 0.840 0.715
C12 2.827 0.662 2.115
C13 1.737 -0.408 2.275
N3 2.271 -1.696 1.856
C14 1.424 -2.461 0.956
C15 0.274 -3.154 1.693
O3 0.762 -3.987 2.728
C16 1.542 -3.252 3.647
C17 2.713 -2.547 2.948
C18 -1.394 2.515 -2.404
C19 -2.253 3.110 -1.277
C20 -1.428 3.400 -0.024
O4 -3.327 2.233 -0.992
H1 -3.131 -3.792 -1.937
H2 -2.707 -3.814 -0.230
H3 -1.443 -3.605 -1.451
H4 -4.647 -1.995 -0.334
H5 -4.977 0.455 -0.278
H6 -0.735 -1.405 -1.920
H7 1.164 3.102 -1.694
H8 1.519 2.176 -3.176
H9 3.186 0.832 -1.787
H10 3.567 2.571 -1.821
H11 3.293 -0.024 0.218
H12 2.484 1.624 2.500
H13 3.733 0.355 2.645
H14 1.386 -0.412 3.315
H15 0.898 -0.136 1.631
H16 1.039 -1.801 0.180
H17 2.055 -3.227 0.492
H18 -0.285 -3.807 1.022
H19 -0.411 -2.400 2.113
H20 1.905 -3.973 4.382
H21 0.907 -2.511 4.159
H22 3.275 -1.950 3.669
H23 3.378 -3.306 2.525
H24 -2.038 2.303 -3.266
H25 -0.624 3.219 -2.707
H26 -2.731 4.034 -1.626
H27 -0.692 4.174 -0.221
H28 -0.909 2.507 0.318
H29 -2.087 3.738 0.772

Pick *w*: it beats the second-best structure by 5.2 kJ/mol.

*w*
The following is a quantum chemistry calculation of 30 unconnected molecules or ions with the total composition H60O30, from the OMol25 dataset.

Values from the calculation:
2S+1: 1
Total charge: 0
E_LUMO (Eh): 0.0026

Geometry (Å):
O1 -3.749 -1.434 -2.776
H1 -4.116 -0.689 -3.266
H2 -3.762 -1.091 -1.839
O2 3.416 -0.069 2.504
H3 4.355 -0.252 2.523
H4 2.853 -0.746 2.117
O3 -0.112 -4.566 3.140
H5 -1.044 -4.379 2.919
H6 0.348 -4.345 2.299
O4 -4.091 4.118 -1.206
H7 -3.500 3.470 -1.489
H8 -4.705 4.170 -1.872
O5 -0.196 5.502 -1.739
H9 -1.051 5.549 -1.305
H10 -0.056 4.584 -2.015
O6 -4.296 3.277 1.421
H11 -4.350 3.499 0.487
H12 -3.666 3.932 1.797
O7 3.358 2.828 -2.896
H13 3.571 3.312 -2.053
H14 2.481 3.051 -3.121
O8 0.515 -4.875 -1.966
H15 -0.374 -4.819 -2.275
H16 1.063 -4.450 -2.663
O9 1.398 -3.548 5.257
H17 2.143 -3.895 5.723
H18 1.084 -4.158 4.551
O10 -0.355 2.062 2.169
H19 -0.004 1.409 2.786
H20 0.426 2.037 1.528
O11 -2.362 -1.956 3.520
H21 -2.820 -1.098 3.383
H22 -1.826 -1.953 4.326
O12 0.212 -3.676 0.670
H23 -0.787 -3.477 0.680
H24 0.266 -3.955 -0.273
O13 -3.238 0.562 2.109
H25 -3.933 1.183 2.014
H26 -2.464 1.150 2.170
O14 -2.531 -4.656 -3.156
H27 -2.672 -5.592 -3.378
H28 -3.352 -4.340 -2.743
O15 -0.711 -1.508 -2.685
H29 -1.699 -1.433 -2.584
H30 -0.525 -2.386 -3.031
O16 0.046 -0.023 -0.534
H31 0.025 -0.791 -1.084
H32 0.529 -0.277 0.291
O17 1.231 -1.412 1.882
H33 0.692 -1.281 2.728
H34 0.785 -2.071 1.331
O18 -2.652 -2.998 1.106
H35 -2.311 -2.690 1.951
H36 -2.735 -2.202 0.538
O19 -2.714 2.043 -2.525
H37 -1.782 2.268 -2.595
H38 -2.715 1.423 -1.806
O20 0.112 -1.114 4.411
H39 0.620 -1.826 4.833
H40 0.348 -0.280 4.822
O21 -2.698 -0.056 -0.434
H41 -1.753 0.111 -0.510
H42 -2.919 0.308 0.428
O22 2.283 1.891 1.012
H43 2.762 1.218 1.510
H44 2.832 2.664 0.701
O23 3.769 -2.721 -1.690
H45 3.560 -1.777 -1.698
H46 2.973 -3.165 -1.282
O24 0.122 0.677 -4.200
H47 -0.643 0.230 -4.550
H48 0.527 -0.048 -3.754
O25 2.924 -0.025 -1.959
H49 3.223 0.752 -2.416
H50 2.647 0.418 -1.131
O26 3.913 4.056 0.139
H51 4.598 4.281 0.763
H52 3.348 4.886 0.130
O27 0.541 2.756 -2.150
H53 0.361 2.140 -2.863
H54 0.845 2.265 -1.370
O28 2.433 6.166 -0.795
H55 3.192 6.422 -1.333
H56 1.602 6.284 -1.252
O29 2.353 -3.552 -3.856
H57 3.070 -3.195 -3.258
H58 2.733 -4.074 -4.576
O30 0.944 1.592 5.163
H59 1.386 2.144 4.487
H60 0.448 2.232 5.637

*x*
The following is a quantum chemistry calculation of 30 unconnected molecules or ions with the total composition H60O30, from the OMol25 dataset.

Values from the calculation:
2S+1: 1
Total charge: 0
E_LUMO (Eh): -0.0266

Geometry (Å):
O1 0.946 -0.869 0.086
O2 0.237 1.301 1.757
O3 -1.018 -2.554 -1.304
O4 -2.775 -0.054 -0.363
O5 2.547 -0.976 -2.381
O6 0.753 0.834 -3.196
O7 1.996 -2.254 2.123
O8 -2.157 2.147 -2.141
O9 -2.398 0.820 2.835
O10 -1.610 -0.754 -3.571
O11 3.012 3.042 -1.587
O12 -0.927 4.031 -0.502
O13 2.408 1.902 3.370
O14 1.233 4.212 1.448
O15 -3.453 -1.639 2.111
O16 3.811 3.288 1.044
O17 0.550 -1.670 4.641
O18 -0.116 1.368 4.784
O19 4.813 -1.352 2.320
O20 2.039 -3.899 -3.014
O21 -1.590 -3.489 3.618
O22 -1.212 -5.193 -0.554
O23 -3.988 -3.039 -1.313
O24 1.105 4.993 -2.208
O25 3.893 -0.226 4.610
O26 0.943 -5.813 1.350
O27 -5.237 0.531 -1.651
O28 2.326 2.318 -5.242
O29 -2.596 1.546 -5.034
O30 -4.276 -0.676 -4.005
H1 1.117 -1.460 0.854
H2 1.011 0.000 0.389
H3 0.255 2.250 1.580
H4 -0.684 1.014 1.735
H5 -1.163 -2.067 -2.150
H6 -0.467 -1.950 -0.731
H7 -3.727 -0.037 -0.486
H8 -2.582 -0.431 0.513
H9 3.432 -0.666 -2.265
H10 2.196 -1.149 -1.514
H11 1.490 0.251 -3.078
H12 0.838 1.581 -2.621
H13 2.134 -3.117 2.510
H14 2.953 -1.893 2.132
H15 -1.670 2.693 -1.428
H16 -2.656 1.394 -1.705
H17 -1.527 0.758 3.190
H18 -2.832 -0.008 2.860
H19 -1.276 -1.114 -4.432
H20 -1.022 -0.079 -3.310
H21 3.148 3.218 -0.647
H22 2.231 3.650 -1.699
H23 -0.389 3.784 0.248
H24 -1.614 4.629 -0.191
H25 1.482 1.635 3.540
H26 2.698 2.475 4.084
H27 2.174 4.258 1.489
H28 0.898 4.899 2.030
H29 -4.370 -1.881 2.398
H30 -2.888 -2.368 2.182
H31 4.655 3.623 1.410
H32 3.666 2.592 1.711
H33 1.020 -1.373 3.834
H34 0.394 -0.837 5.146
H35 -0.546 2.191 4.480
H36 -0.410 1.367 5.685
H37 5.359 -0.770 2.886
H38 5.406 -1.730 1.721
H39 2.905 -3.614 -3.253
H40 1.474 -3.206 -3.364
H41 -0.822 -3.321 4.148
H42 -1.481 -4.402 3.317
H43 -1.449 -5.345 0.362
H44 -1.118 -4.256 -0.838
H45 -3.182 -2.492 -1.262
H46 -3.911 -3.454 -2.144
H47 0.166 4.909 -2.154
H48 1.212 5.606 -2.986
H49 3.339 0.369 4.126
H50 3.976 -0.912 4.016
H51 0.116 -5.398 1.444
H52 1.213 -5.713 0.406
H53 -4.942 0.320 -2.501
H54 -5.488 1.488 -1.720
H55 1.579 1.885 -4.767
H56 1.854 2.876 -5.921
H57 -2.233 1.847 -4.182
H58 -3.507 1.832 -4.995
H59 -3.302 -0.571 -4.044
H60 -4.390 -1.654 -4.070

Pick *w*: it beats the second-best structure by 330.1 kJ/mol.